155
Properties=species:S:1:pos:R:3:forces:R:3:mulliken_charge:R:1 method="wB97M-V/def2-TZVPD" homo_energy_ev=-9.22 e_tot_ha=-5162.500288 homo_lumo_gap_ha=0.3519 molar_mass_da=1106.935 total_charge=0
C -3.7531 3.7181 -1.1954 0.2 0.8 0.9 -0.85
O -4.1122 2.4212 -0.6809 0.4 0.8 -0.7 -0.13
P -5.2227 1.7541 -1.5942 0.5 -2.8 0.0 0.67
O -6.3964 2.5348 -1.9513 0.0 0.3 -0.1 -0.76
O -4.5116 1.1156 -2.9172 -1.2 0.9 0.9 -0.47
C -3.6454 -0.0006 -2.8364 1.4 -0.1 -1.7 0.62
O -5.3870 0.5140 -0.5956 -2.0 -1.4 -0.9 0.26
C -6.5006 -0.4828 -0.9673 0.8 1.9 0.0 -0.79
H -3.9293 4.4729 -0.4139 0.3 -0.4 0.0 0.28
H -4.4408 4.0046 -1.9709 0.0 0.1 -0.7 0.45
H -2.7031 3.7435 -1.5063 -0.3 -0.2 0.0 0.15
H -3.7526 -0.6045 -1.9860 -0.8 -0.8 1.2 -0.26
H -2.6219 0.3706 -2.7765 0.2 0.0 -0.3 -0.10
H -3.7348 -0.6723 -3.7445 -0.2 1.0 0.9 0.19
H -6.1568 -1.1317 -1.7341 0.5 -0.2 -0.9 0.33
H -7.3858 0.0869 -1.2746 0.3 -0.2 0.2 0.39
H -6.6844 -1.1303 -0.1409 -0.1 0.1 1.0 0.11
C -0.7818 -1.6286 4.5577 -1.2 -0.2 -1.2 -0.21
O -0.5596 -3.0036 4.1791 0.7 0.1 0.0 -0.30
P 0.8447 -3.5351 3.6138 -2.8 -0.7 -1.5 -0.33
O 2.0014 -2.8393 4.0909 1.8 1.1 0.7 -0.34
O 0.6864 -3.4615 2.0189 1.0 0.2 1.2 0.60
C -0.4327 -3.9486 1.3170 -0.9 0.8 -0.2 -0.42
O 0.6903 -5.0593 3.9721 0.4 0.8 -2.2 -0.33
C 0.7660 -5.5244 5.2740 -1.0 -0.4 0.9 -0.81
H -0.4455 -1.4651 5.5741 0.0 0.0 -0.1 0.38
H -1.9069 -1.6193 4.5437 1.1 0.7 0.0 0.12
H -0.3053 -0.8951 3.8255 -0.7 -1.0 1.1 -0.12
H -0.5179 -4.9908 1.4407 0.1 -1.5 -0.1 0.56
H -0.3676 -3.6728 0.2613 0.3 0.0 0.4 -0.52
H -1.3569 -3.5388 1.7149 -0.1 0.3 0.1 0.54
H 1.5983 -6.1885 5.3430 0.5 -0.5 0.3 0.29
H -0.1806 -6.0402 5.4231 0.1 -0.3 0.4 0.28
H 0.8355 -4.7436 6.0191 0.2 0.3 0.1 0.33
C -0.2453 2.9765 2.2647 0.4 -1.0 1.2 -0.49
O 1.0341 2.7452 2.9592 0.1 -0.3 0.9 0.18
P 1.0971 2.4051 4.5475 0.7 -0.1 -2.1 -0.20
O -0.0473 2.9513 5.2293 -1.3 0.6 1.3 -0.79
O 2.5208 2.8852 5.0453 -0.9 -2.7 -0.7 -0.25
C 2.8133 4.2011 5.3576 1.5 0.3 -0.2 -0.82
O 1.2725 0.8346 4.5726 -0.1 0.1 -0.4 1.19
C 1.4184 0.1354 5.8206 0.9 -0.2 -0.4 -0.92
H 0.0588 3.4306 1.3530 0.1 0.8 -0.7 0.17
H -0.8999 3.6243 2.9014 0.4 -0.8 -0.7 0.45
H -0.6630 1.9810 1.9529 0.0 0.9 0.7 0.04
H 2.4366 4.7721 4.5347 -0.1 1.2 -0.1 0.33
H 3.9298 4.1954 5.3303 -0.9 0.7 0.4 0.24
H 2.3748 4.4336 6.3190 0.1 0.5 0.1 0.27
H 1.4730 -0.9276 5.5543 -0.2 0.4 0.2 0.15
H 0.5947 0.4038 6.4755 0.0 -0.2 0.2 0.27
H 2.3960 0.3903 6.2302 -0.1 0.2 0.3 0.32
C -1.7390 -4.0166 -1.9086 0.9 -0.3 -1.9 -0.75
O -2.6304 -4.4699 -0.9410 0.1 -1.1 2.2 -0.01
P -4.1306 -4.1229 -1.0614 -1.5 -0.8 1.8 0.69
O -4.5166 -2.8053 -1.4987 0.1 2.0 -0.1 -0.55
O -4.7772 -5.0824 -2.1158 -0.5 -1.3 -0.2 -0.34
C -4.8493 -6.4921 -1.9812 -0.5 -1.1 0.0 -0.71
O -4.6232 -4.5539 0.4280 0.9 0.2 -1.7 -0.26
C -6.0100 -4.3884 0.7729 -0.1 -0.3 -1.2 -0.72
H -2.1987 -4.3705 -2.8676 1.0 0.8 0.2 0.59
H -0.7184 -4.4758 -1.7853 -1.5 0.3 0.0 0.04
H -1.6561 -2.9341 -1.8045 0.2 0.0 -0.6 0.25
H -5.2432 -6.9169 -2.9031 -0.2 0.4 -0.1 0.29
H -5.4774 -6.8725 -1.1493 0.2 0.7 -0.3 0.23
H -3.8939 -6.9646 -1.8627 0.9 0.1 0.2 0.29
H -6.5229 -3.6622 0.0985 0.3 -0.8 0.2 0.29
H -5.9893 -3.9289 1.7254 -0.3 0.2 1.1 0.22
H -6.4524 -5.4095 0.7756 -0.1 0.9 0.1 0.27
C 0.4375 2.1235 -2.1891 -0.2 -0.3 -0.9 -0.10
O 1.1070 1.1619 -1.3272 0.5 0.6 -0.6 0.04
P 0.3574 -0.1514 -0.9198 -1.3 -0.5 -4.0 -0.21
O 0.1196 -1.0989 -2.0651 0.4 0.9 2.1 -0.28
O 1.1427 -0.7237 0.2474 1.1 -1.8 1.1 0.09
C 1.5406 0.0625 1.3743 -1.2 0.9 -0.1 1.69
O -0.9857 0.4633 -0.3958 -0.2 0.5 1.1 0.43
C -1.9069 -0.3489 0.3590 -0.1 1.4 -0.1 0.32
H 1.1874 2.7704 -2.7037 -0.5 -0.5 0.9 -0.02
H -0.2337 2.6828 -1.5249 0.2 0.1 -0.5 0.00
H -0.1506 1.6098 -3.0105 0.5 0.3 1.1 0.15
H 0.8283 -0.1066 2.2098 0.6 0.3 -0.6 -1.14
H 1.5228 1.0738 0.9757 0.0 0.4 0.8 0.47
H 2.5416 -0.1533 1.6698 0.6 -0.5 0.1 -0.67
H -2.8475 0.1901 0.1483 0.1 -0.7 0.8 -0.31
H -1.6096 -0.4154 1.4399 -0.4 0.1 -1.0 0.00
H -1.9060 -1.2931 -0.1270 -0.4 -1.2 0.0 -0.26
C -6.1310 1.1746 2.1901 0.1 -0.5 0.4 -0.63
C -6.0908 -0.3137 2.5554 -1.3 -0.4 0.7 0.56
C -4.7982 -0.8672 3.1290 0.3 -1.0 0.2 -0.72
O -7.0731 -1.0542 2.4445 1.6 1.2 -0.1 -0.61
H -7.0319 1.3171 1.5156 1.2 0.3 1.1 0.21
H -5.1626 1.4399 1.7041 -0.9 -0.1 0.1 -0.07
H -6.1265 1.7201 3.1938 -0.5 -0.5 -1.4 0.46
H -4.9584 -1.7724 3.7685 -0.1 0.5 -1.0 0.39
H -4.1624 -0.2496 3.7589 -0.3 0.8 -0.2 0.52
H -4.1836 -1.0863 2.2403 -0.1 -0.3 0.3 -0.09
C -1.0112 -2.4134 -6.6601 -1.5 -0.7 -0.3 -1.17
C -0.1413 -2.8225 -5.5148 0.2 2.0 -1.1 0.76
C 0.4724 -1.6096 -4.9133 1.0 0.3 0.2 -0.59
O 0.0551 -3.9530 -5.1778 0.0 -0.9 0.4 -0.57
H -2.0432 -2.7131 -6.3851 0.4 0.2 -0.3 0.25
H -0.7314 -2.9911 -7.5306 0.0 -0.1 -0.3 0.38
H -1.0148 -1.3437 -6.8985 0.2 -0.3 0.2 0.32
H 1.0825 -1.0175 -5.6572 -0.5 -0.9 0.6 0.54
H 1.0495 -1.9382 -4.0601 0.2 0.5 0.2 -0.13
H -0.3268 -0.9318 -4.6099 0.0 -0.1 0.2 0.14
C 4.5906 -0.7279 3.9924 0.8 0.9 0.0 -0.39
C 5.0864 -0.9505 2.5721 -0.7 -0.2 1.3 0.53
C 4.9802 -2.3430 1.9683 0.3 1.2 -0.2 -0.66
O 5.3955 0.0725 2.0047 0.4 -0.5 -1.2 -0.52
H 5.1130 0.1829 4.3253 -0.2 -0.4 0.1 0.37
H 4.6567 -1.5002 4.7429 0.0 -0.5 -0.1 0.39
H 3.5644 -0.4251 3.8552 -0.6 -0.1 0.2 -0.29
H 4.2367 -2.9411 2.4561 -0.5 -0.2 0.4 0.10
H 5.9212 -2.8624 2.0225 0.5 -0.1 0.2 0.50
H 4.7510 -2.2243 0.9256 -0.1 -0.1 -0.6 -0.08
C 3.5742 6.9460 -2.1859 0.5 -0.7 -0.3 -1.30
C 2.4371 6.0138 -1.9939 0.0 -1.0 0.8 0.82
C 1.3777 6.4075 -1.0058 2.0 -2.5 1.0 -1.23
O 2.3863 4.9246 -2.5424 -0.1 0.6 -0.2 -0.30
H 3.2746 7.7071 -2.8575 -0.5 1.2 -0.5 0.47
H 4.3002 6.3974 -2.7298 0.9 -0.5 -0.4 0.25
H 4.0652 7.3583 -1.3173 -0.4 0.1 0.5 0.35
H 0.4778 5.9966 -1.3083 -2.0 -0.6 -0.6 0.34
H 1.3517 7.4204 -0.8731 -0.3 2.6 0.5 0.46
H 1.6508 5.8947 -0.0359 -0.1 0.6 -0.9 0.15
C 4.0987 3.2517 -5.2586 0.8 -0.4 1.6 -0.74
C 4.1282 4.7386 -5.2653 -0.5 1.0 -0.1 0.96
C 3.0362 5.5302 -5.9575 -1.1 -1.6 0.5 -1.02
O 4.9209 5.3148 -4.5833 1.4 0.6 0.7 -0.58
H 3.3412 3.0196 -4.5044 -0.3 -0.2 -0.3 -0.21
H 5.0326 2.8724 -4.8047 -0.3 0.4 -0.3 0.31
H 3.9422 2.7242 -6.1603 -0.6 -0.3 -1.1 0.41
H 2.1610 4.8091 -5.7937 0.5 1.5 -0.6 0.22
H 3.2769 5.5660 -7.0197 -0.3 0.1 -0.1 0.41
H 2.8630 6.5478 -5.5248 0.3 -1.1 -0.4 0.23
C 1.5571 -3.9994 -1.7070 -0.4 -1.8 0.7 0.22
C 3.0331 -3.7224 -1.6410 -0.2 0.4 0.2 0.30
C 3.4755 -2.3914 -2.2620 -1.5 0.3 1.4 -0.25
O 3.8028 -4.4526 -1.0605 0.1 0.1 -0.2 -0.64
H 1.0039 -3.0906 -1.6086 -0.3 0.7 -0.2 -0.29
H 1.2095 -4.6724 -0.8274 0.9 0.7 -1.7 0.15
H 1.3083 -4.4324 -2.7175 0.2 0.3 1.0 0.38
H 4.2898 -2.5379 -2.9004 1.0 -0.4 -1.4 0.60
H 3.9476 -1.8317 -1.4298 -0.6 0.1 -0.3 -0.11
H 2.6079 -1.8386 -2.7227 1.2 -0.5 0.5 -0.25
C 5.3074 3.5647 1.7331 -0.1 -0.6 0.1 -0.66
C 4.8614 3.7902 0.2881 1.3 -1.2 1.2 0.62
C 5.0467 2.5911 -0.5883 -0.8 -0.1 0.4 -0.56
O 4.5083 4.8570 -0.0991 -0.8 1.6 -0.6 -0.53
H 4.4156 3.3437 2.3635 0.5 0.4 -0.3 -0.02
H 5.8610 4.4514 2.0885 -0.4 -0.5 0.0 0.40
H 5.9123 2.6317 1.7856 -0.2 0.8 0.1 0.22
H 6.1020 2.5915 -0.8811 0.0 -0.5 0.4 0.37
H 4.4811 2.7526 -1.4951 -0.3 -0.2 -0.2 0.02
H 4.6947 1.7218 0.0326 0.8 0.4 -1.1 0.13